Below is a cluster of 3 separate species, C27H26F19NO10PS in total in a non-equilibrium geometry, with properties calculated with the ωB97M-V functional and the def2-TZVPD basis.

```
85
Properties=species:S:1:pos:R:3:forces:R:3
C -0.98213 -0.21644 1.63691 0.0 0.2 0.0
C -0.89475 0.03730 0.46927 -0.3 -0.5 -0.2
C -0.91735 0.07551 -0.96078 0.3 0.0 1.0
C 0.09201 -0.48213 -1.72290 -0.1 -0.2 -1.0
S 1.50130 -1.34565 -0.98106 2.4 -0.1 1.6
C 1.63538 -2.95866 -1.73343 -0.9 -0.2 -0.6
O 2.67748 -0.58407 -1.29758 -0.5 0.3 -0.9
O 1.34623 -1.54694 0.43233 -1.1 -0.3 -0.3
C 0.01367 -0.36602 -3.12690 0.0 0.5 0.4
C 1.07261 -0.93710 -4.06063 0.1 -0.4 -0.4
O 0.77743 -1.84694 -4.77858 0.0 -0.2 0.3
O 2.32169 -0.45406 -4.02703 -0.3 0.2 -0.5
C -1.07991 0.28225 -3.71239 0.1 -0.7 0.1
C -1.16896 0.39554 -5.21687 1.1 1.5 -0.1
C -0.50662 1.72982 -5.65206 -1.1 -0.4 -1.0
C -1.36403 2.66199 -6.43267 0.7 0.3 1.6
O -1.00064 2.87858 -5.03106 0.0 0.0 0.1
C -2.08030 0.79816 -2.87712 0.0 0.4 -0.7
C -3.27963 1.46398 -3.49974 -0.3 -0.4 0.1
P -4.59108 0.19855 -3.65374 -0.5 -0.5 1.1
O -4.84973 -0.42265 -2.34227 0.2 0.1 0.0
O -5.90062 0.88525 -4.23093 0.6 0.1 -0.3
O -4.05735 -0.83794 -4.72551 -0.1 0.4 -0.2
N -1.98443 0.69882 -1.53554 0.2 -0.4 -0.4
C -3.01724 1.22682 -0.62662 -0.5 0.8 0.6
C -2.58874 2.54413 0.03953 0.3 0.7 0.5
C -2.70579 3.69268 -0.90993 -0.3 0.5 1.2
F -1.64431 3.97660 -1.69428 -0.5 -1.0 -1.1
C -3.83758 4.42925 -0.99822 1.2 -0.5 -0.7
F -4.44974 4.95807 0.02762 -1.0 -0.8 0.0
F -4.40396 4.70264 -2.16558 0.3 1.2 0.2
H -1.02358 -0.42057 2.68406 0.0 0.1 0.0
H 1.02011 -3.06310 -2.62890 0.1 0.1 0.0
H 2.67228 -3.12814 -2.01343 0.1 0.2 0.2
H 1.27476 -3.69554 -1.01941 0.2 0.1 0.2
H 2.36365 0.49850 -4.19275 0.1 0.1 0.5
H -0.56379 -0.35176 -5.71616 -0.5 -0.5 0.1
H -2.18034 0.39828 -5.59886 -0.1 -0.4 0.1
H 0.54574 1.68799 -5.92393 0.1 0.1 0.4
H -2.41091 2.40030 -6.52364 0.0 0.1 -0.5
H -0.91629 3.46177 -7.00377 -0.2 -0.3 -0.6
H -3.02413 1.94485 -4.43516 0.1 0.0 0.0
H -3.68635 2.22733 -2.83931 0.0 0.1 -0.2
H -6.48610 1.08235 -3.48499 -0.2 0.0 -0.1
H -4.27944 -1.73895 -4.44596 0.0 0.0 -0.1
H -3.28583 0.48968 0.12452 0.4 -0.2 -0.1
H -3.94108 1.42358 -1.15068 0.1 -0.3 -0.3
H -3.32174 2.73665 0.82918 0.1 -0.1 0.1
H -1.61461 2.47799 0.52598 0.0 0.0 -0.1
C -1.37339 3.98860 6.66001 -0.1 0.3 0.6
C -1.54599 4.25268 5.15585 0.6 -0.2 0.1
C -2.74617 3.61677 4.45179 -0.3 0.1 -0.2
F -2.73942 2.27163 4.53364 0.1 0.0 0.0
F -2.69885 3.93434 3.13120 0.0 0.1 0.0
F -0.40520 3.93070 4.50740 -0.1 -0.1 -0.1
F -1.71418 5.59673 5.01672 -0.2 0.0 0.1
O -0.48457 2.95748 7.06423 0.0 -0.3 -0.7
C -0.87553 1.64016 7.12041 -0.2 0.6 0.4
C -0.13687 0.76637 6.09661 0.2 -0.2 0.0
F -0.28574 1.23890 4.83896 -0.1 0.0 0.0
F -0.64650 -0.48586 6.12706 0.0 0.0 0.0
F -2.21246 1.51653 7.01842 0.0 -0.1 -0.1
F -0.52863 1.17790 8.33697 0.1 -0.1 0.0
H -0.90634 4.89270 7.04723 0.1 0.0 -0.1
H -2.33522 3.91057 7.16784 -0.1 -0.2 -0.2
H -3.68603 3.99217 4.86371 0.0 0.0 0.0
H 0.92789 0.73096 6.33254 0.0 0.0 0.1
C 4.49594 -4.10689 2.13177 -0.6 0.3 0.1
C 5.91482 -3.97278 2.70833 -0.1 -0.7 -0.1
C 6.94547 -3.17998 1.89868 0.2 0.3 0.1
F 7.14735 -3.71206 0.67799 -0.1 -0.1 0.0
F 8.12437 -3.19695 2.55867 -0.1 0.0 0.0
F 6.39403 -5.19785 3.00630 0.1 0.0 -0.1
F 5.77843 -3.30178 3.88769 0.0 0.2 -0.1
O 4.15871 -5.29180 1.41930 0.7 -0.2 -0.1
C 4.45046 -5.44798 0.08819 -0.4 0.6 0.5
C 5.47750 -6.55612 -0.17305 0.1 -0.3 -0.1
F 6.60688 -6.34363 0.52127 0.0 0.1 0.0
F 5.78282 -6.56631 -1.49018 -0.1 0.0 0.0
F 4.80567 -4.27411 -0.47338 0.1 -0.1 -0.1
F 3.29729 -5.82591 -0.51908 0.0 -0.1 -0.1
H 3.84653 -4.14618 3.00461 0.1 -0.1 0.0
H 4.19996 -3.21277 1.58164 0.2 0.0 -0.1
H 6.62742 -2.13915 1.78889 -0.1 0.0 0.0
H 5.06427 -7.52561 0.11278 -0.1 0.0 0.0
```
Forces are in eV/Å.

Strongest force on any atom: 0.057 Eh/bohr
2S+1: 1
DFT total energy: -122132.0627 eV
Net charge: +1

Below is a structure of composition C27H26F6N4NiOSSb, with properties calculated with the ωB97M-V functional and the def2-TZVPD basis.

```
67
Properties=species:S:1:pos:R:3:forces:R:3
Ni 0.19306 2.05203 -0.44452 -0.4 0.1 -0.4
O 2.25654 2.19179 -0.47414 0.0 0.1 0.3
N 2.64262 3.15732 0.35630 0.0 -0.1 -0.2
C 3.72136 2.92461 1.13169 0.0 -0.1 -0.1
C 4.18174 3.86561 2.00879 0.1 0.0 0.0
C 3.51006 5.08426 2.09268 -0.1 0.1 0.0
C 2.41159 5.30534 1.30056 0.0 0.0 -0.1
C 1.93905 4.32671 0.40907 0.0 -0.1 -0.1
S 0.52700 4.46687 -0.55524 0.1 0.0 0.2
H 4.15378 1.94463 1.00024 0.0 0.0 0.0
H 5.03731 3.63711 2.62859 0.0 0.0 0.0
H 3.83324 5.83933 2.79839 0.0 0.0 0.0
H 1.85041 6.22696 1.35393 0.0 0.0 0.0
C -0.18223 -4.76237 -2.20551 0.0 0.0 0.0
C -1.12376 -4.48531 -1.06337 0.0 0.0 0.0
C -1.85548 -5.50278 -0.46413 0.0 0.0 0.0
C -2.72039 -5.25381 0.59466 0.1 0.0 -0.1
C -2.84295 -3.96082 1.07928 0.0 0.0 0.0
C -2.11478 -2.92740 0.50773 0.1 0.0 0.0
C -1.26718 -3.18085 -0.57188 0.0 0.1 0.0
N -0.50067 -2.16321 -1.18017 -0.2 -0.1 0.0
C -0.70438 -0.79512 -1.01848 0.0 0.0 0.1
N -1.98860 -0.41548 -1.12398 0.0 0.2 -0.1
C -2.58954 0.86182 -0.90827 0.0 -0.3 0.0
C -1.83135 1.98764 -0.60513 0.2 0.3 0.2
C -2.58066 3.14205 -0.33475 -0.2 0.0 -0.1
C -3.96791 3.18187 -0.40716 0.1 0.0 0.0
C -4.66781 2.03773 -0.76749 0.0 0.0 0.0
C -3.98951 0.85605 -1.01699 -0.1 -0.1 0.0
C -4.74866 -0.40137 -1.38114 0.0 0.1 0.1
N 0.28793 0.01314 -0.85493 0.6 0.1 0.0
C 1.57692 -0.55767 -0.62097 -0.1 0.0 0.0
C 1.86197 -1.10403 0.62325 0.0 0.0 0.1
C 3.13295 -1.58790 0.90192 -0.1 0.0 0.0
C 4.11679 -1.53800 -0.07486 0.0 0.0 0.0
C 3.82077 -0.99834 -1.32062 0.0 0.0 0.0
C 2.55866 -0.49385 -1.61296 0.0 0.0 -0.1
C 2.25808 0.13963 -2.94622 0.0 -0.1 0.1
H -0.28706 -5.79127 -2.54858 0.0 0.0 0.0
H 0.86317 -4.61732 -1.91186 0.0 0.0 0.0
H -0.37644 -4.09270 -3.04717 0.0 0.0 0.0
H -1.74606 -6.51377 -0.84383 0.0 0.0 0.0
H -3.28102 -6.06496 1.04289 0.0 0.0 0.0
H -3.49005 -3.75028 1.92250 0.0 0.0 0.0
H -2.17653 -1.92734 0.92129 0.0 -0.1 0.0
H 0.45869 -2.39734 -1.38222 0.1 0.0 0.1
H -2.62286 -1.16947 -1.31283 0.0 0.0 -0.1
H -2.05722 4.04654 -0.04928 0.0 0.0 0.0
H -4.50337 4.09719 -0.17612 0.0 0.0 0.0
H -5.75070 2.05237 -0.84620 0.0 0.0 0.0
H -5.81802 -0.19652 -1.41916 0.0 0.0 0.0
H -4.60084 -1.20400 -0.64769 0.0 0.1 0.0
H -4.45469 -0.79115 -2.36307 0.0 0.0 0.0
H 1.09122 -1.10465 1.38751 0.1 0.0 -0.1
H 3.35110 -1.98401 1.88591 0.0 0.0 0.0
H 5.11758 -1.89657 0.13760 0.0 0.0 0.0
H 4.59471 -0.94347 -2.07917 0.0 0.0 0.0
H 3.16459 0.22002 -3.54700 0.0 0.0 0.0
H 1.85161 1.14192 -2.81318 0.0 0.0 0.0
H 1.51851 -0.43771 -3.50873 0.0 0.0 0.0
F 0.43743 1.76752 1.61973 0.0 0.0 0.1
Sb 0.41271 1.46462 3.52176 0.0 0.0 -0.1
F 1.47255 3.00302 3.72050 0.1 0.2 0.0
F -1.14411 2.49214 3.65556 -0.2 0.2 0.0
F 0.42825 1.13751 5.37140 0.0 -0.1 0.2
F -0.61505 -0.07899 3.18667 -0.2 -0.2 0.0
F 1.96592 0.42451 3.28857 0.3 -0.1 0.0
```
Forces are in eV/Å.

Strongest force on any atom: 0.011 Eh/bohr
<S²>: 2.0063
2S+1: 3
DFT total energy: -111157.2565 eV
Net charge: -1

Below is an isolated molecule of C27H26N4O, with properties calculated with the ωB97M-V functional and the def2-TZVPD basis.

```
58
Properties=species:S:1:pos:R:3:forces:R:3
O 3.92991 2.61242 -0.27592 0.0 0.2 -0.2
C 3.19420 1.93956 0.42110 0.0 -0.2 0.3
N 3.64696 1.14427 1.41719 0.0 -0.2 0.2
H 2.99112 0.62250 1.97596 -0.1 0.1 -0.1
C 5.05092 0.96021 1.69051 0.4 -0.3 -0.1
H 5.59077 1.58085 0.97293 0.0 0.0 0.2
C 5.49441 -0.51593 1.58302 0.0 0.3 0.1
N 5.53349 -1.12184 0.28201 -0.1 0.0 -0.1
C 4.29133 -1.35222 -0.42605 -0.1 -0.2 -0.1
C 4.79178 -2.01127 -1.70724 -0.1 0.0 0.1
H 4.05824 -1.97639 -2.51008 0.0 0.0 0.0
H 5.04516 -3.05144 -1.50459 0.0 0.0 0.0
C 6.05907 -1.20730 -2.02813 0.0 0.0 0.0
H 5.84340 -0.42820 -2.75841 0.0 0.0 0.0
H 6.84370 -1.84361 -2.43321 0.0 0.0 -0.1
C 6.46952 -0.57687 -0.68557 0.3 0.1 0.1
H 7.48618 -0.84766 -0.38721 0.0 0.1 0.0
H 6.41237 0.51914 -0.75650 0.0 0.0 0.0
H 3.63761 -2.00014 0.16212 -0.1 0.0 0.0
H 3.75253 -0.42492 -0.67421 0.0 -0.1 0.0
H 6.50455 -0.58354 1.99987 -0.1 0.0 0.1
H 4.83107 -1.12568 2.20691 0.1 0.0 0.1
H 5.27777 1.31639 2.70201 0.0 0.0 -0.1
C 1.70976 1.93743 0.24564 -0.3 -0.2 -0.1
C 0.94404 0.81435 0.44947 0.3 0.3 -0.1
C -0.44364 0.86815 0.22750 -0.3 0.6 -0.2
N -1.18751 -0.24964 0.33783 -0.2 -0.3 0.0
C -2.48109 -0.16860 0.14346 0.5 0.3 0.1
C -3.10904 1.10427 -0.07464 0.6 0.2 0.0
N -2.38678 2.18065 -0.26995 -0.4 0.0 -0.1
C -1.04805 2.09302 -0.16756 0.4 -0.6 0.2
C -0.23676 3.22018 -0.40451 0.2 0.0 0.1
C 1.11140 3.13335 -0.20788 -0.1 0.1 -0.1
H 1.75910 3.97738 -0.39154 0.0 0.1 0.0
H -0.70842 4.13290 -0.73321 -0.1 0.1 0.0
C -4.56541 1.28171 -0.05619 -0.5 0.1 0.0
C -5.15812 2.15718 -0.96292 0.1 -0.1 0.1
C -6.52703 2.34533 -0.95689 -0.1 0.0 0.0
C -7.31612 1.67568 -0.03602 0.0 0.0 0.0
C -6.72937 0.82401 0.88605 -0.1 0.0 0.1
C -5.36208 0.62414 0.87875 0.1 0.2 0.0
H -4.90817 -0.02828 1.61039 0.0 -0.1 0.0
H -7.34040 0.31381 1.61602 0.0 0.0 0.1
H -8.38611 1.82231 -0.03147 -0.1 0.0 0.0
H -6.98067 3.01775 -1.67011 0.0 0.0 -0.1
H -4.53017 2.67633 -1.67079 0.0 0.1 -0.1
C -3.22926 -1.43103 0.13010 -0.2 -0.5 0.0
C -4.23423 -1.66195 -0.80689 0.2 0.0 0.0
C -4.91355 -2.86522 -0.81159 -0.1 0.0 -0.1
C -4.60208 -3.84721 0.11498 0.0 0.0 0.0
C -3.59196 -3.62999 1.03767 0.0 -0.1 0.0
C -2.90266 -2.43231 1.04122 0.0 0.2 -0.1
H -2.11042 -2.25141 1.75169 0.1 0.0 0.1
H -3.34017 -4.39783 1.75448 0.0 -0.1 0.1
H -5.14107 -4.78306 0.11235 0.0 -0.1 0.0
H -5.68897 -3.03849 -1.54310 -0.1 0.0 -0.1
H -4.47026 -0.90590 -1.54138 -0.1 0.1 0.0
H 1.36920 -0.13737 0.73258 0.1 -0.1 0.0
```
Forces are in eV/Å.

Strongest force on any atom: 0.015 Eh/bohr
2S+1: 1
DFT total energy: -36429.9539 eV

Below is an isolated molecule of C27H26N4O2 in a non-equilibrium geometry, with properties calculated with the ωB97M-V functional and the def2-TZVPD basis.

```
59
Properties=species:S:1:pos:R:3:forces:R:3
C 1.85634 2.25371 -2.36961 0.0 -0.1 0.0
C 0.47227 1.76509 -2.08115 -0.1 0.0 -0.1
C -0.24915 2.24851 -0.99459 -0.1 0.1 0.0
C -1.50283 1.74424 -0.71234 0.1 0.1 0.0
C -2.06703 0.74818 -1.49424 -0.2 -0.2 -0.2
C -1.35584 0.26399 -2.58208 0.2 0.2 0.0
C -0.09526 0.78037 -2.86989 -0.2 0.0 0.0
H 0.43706 0.38736 -3.72307 0.1 -0.1 -0.1
O -1.78613 -0.72488 -3.43380 0.2 0.1 0.0
C -3.04290 -1.31553 -3.20624 -0.3 0.1 0.0
C -3.15883 -2.12877 -1.91341 0.0 0.0 -0.2
O -4.09622 -1.94745 -1.15677 -0.3 0.2 0.1
N -2.23051 -3.08246 -1.68578 -0.1 -0.4 0.1
C -1.01981 -3.31483 -2.43827 0.2 0.0 -0.1
H -0.87987 -4.40001 -2.49482 0.0 0.1 -0.1
C 0.18110 -2.65415 -1.71627 0.1 0.1 -0.2
N -0.25327 -2.28401 -0.39029 -0.2 0.0 -0.1
C 0.29372 -1.19216 0.21521 0.4 0.5 0.1
N 1.41107 -0.72548 -0.31170 -0.7 -1.2 -0.4
N 2.09480 0.22324 0.28283 0.8 1.0 0.8
C 1.70096 0.75864 1.40971 -0.4 -0.3 -0.2
C 0.39112 0.50524 1.93317 -0.1 -0.5 -0.4
C -0.21523 1.29022 2.92878 -0.1 0.1 0.2
C -1.51870 1.06637 3.28681 0.2 0.2 0.0
C -2.27506 0.09294 2.62628 -0.1 -0.2 -0.1
C -1.71462 -0.67388 1.63751 -0.1 0.0 0.1
C -0.36143 -0.51020 1.29637 0.4 0.3 0.2
H -2.33457 -1.35516 1.07893 -0.1 -0.1 -0.1
H -3.31765 -0.03388 2.87774 -0.1 0.0 0.0
H -1.98049 1.66845 4.05586 0.0 0.1 0.0
H 0.34906 2.08950 3.38490 0.0 0.0 0.1
C 2.64555 1.66498 2.07332 0.3 0.3 0.1
C 2.86285 1.58661 3.44740 0.0 0.0 -0.1
C 3.77007 2.43136 4.05986 0.0 0.0 0.1
C 4.47085 3.36247 3.31145 0.0 0.0 0.0
C 4.27255 3.43417 1.94217 0.1 0.1 0.0
C 3.37085 2.58822 1.32510 -0.1 -0.1 0.1
H 3.21170 2.63168 0.25976 0.0 0.0 -0.1
H 4.82524 4.15248 1.35411 0.0 0.1 0.0
H 5.17502 4.02457 3.79365 0.1 0.0 0.0
H 3.93339 2.36080 5.12569 0.0 0.0 0.1
H 2.33701 0.84477 4.03217 -0.1 0.0 0.0
C -0.87397 -3.38082 0.31132 0.0 -0.1 0.1
H -1.02791 -3.12569 1.35867 0.0 -0.1 -0.1
C -2.20760 -3.73019 -0.38935 -0.2 0.0 0.2
H -2.30567 -4.81241 -0.52042 0.0 0.1 0.0
H -3.07247 -3.36693 0.16865 0.2 -0.1 -0.1
H -0.19708 -4.24776 0.27106 0.0 0.1 0.1
H 0.50290 -1.74462 -2.22089 0.0 -0.2 0.0
H 1.03267 -3.34652 -1.67847 0.0 0.1 0.0
H -1.11418 -2.92504 -3.44849 0.0 -0.1 0.1
H -3.21428 -1.97692 -4.06240 0.0 0.1 0.1
H -3.84058 -0.56240 -3.18485 0.1 -0.2 0.1
H -3.04120 0.36512 -1.23817 -0.1 -0.1 0.0
H -2.05535 2.12030 0.13669 0.0 0.0 0.1
H 0.17892 3.01414 -0.36374 0.1 0.1 0.1
H 2.06886 2.21793 -3.43537 0.1 0.0 -0.1
H 1.99269 3.27199 -2.01230 0.1 0.1 0.0
H 2.56709 1.60451 -1.85640 0.1 0.0 0.0
```
Forces are in eV/Å.

Strongest force on any atom: 0.029 Eh/bohr
2S+1: 1
DFT total energy: -38476.3979 eV